Here is a molecular structure, C24H35Cl3N3O11P2V in a non-equilibrium geometry from OMol25. Energies are from the ωB97M-V functional and the def2-TZVPD basis.

Values from the calculation:
orbital gap (spin up / spin down) = 6.0 / 7.6 eV
lowest unoccupied orbital energy (spin up / spin down) = 0.083 / 0.083 Eh
ΔE to the lowest compared entry with this formula, charge and spin = 136.3 kJ/mol
HOMO (spin up / spin down) = -3.74 / -5.36 eV

```
! wB97M-V def2-TZVPD RIJCOSX def2/J DEFGRID3
* xyz -1 4
V -1.65 -1.01 0.23
C -2.52 -0.39 3.13
N -1.25 -0.72 2.46
C -0.79 -2.02 2.99
C -0.19 0.27 2.73
C -0.54 1.71 2.37
N -0.02 2.16 1.07
C 1.44 2.17 1.05
C -0.53 3.49 0.81
H -2.35 -0.23 4.21
H -3.21 -1.21 2.98
H -2.96 0.49 2.68
H -0.67 -1.96 4.08
H 0.17 -2.27 2.54
H -1.52 -2.78 2.75
H 0.69 -0.06 2.19
H 0.05 0.23 3.80
H -0.15 2.37 3.17
H -1.62 1.85 2.35
H 1.86 2.86 1.79
H 1.79 2.48 0.06
H 1.83 1.17 1.23
H -0.25 4.21 1.61
H -1.62 3.47 0.74
H -0.12 3.88 -0.13
N -1.03 2.46 -1.53
C -1.98 1.43 -2.14
C -2.44 1.90 -3.51
P -0.94 -0.14 -2.21
O -0.11 0.10 -0.89
O -0.16 -0.10 -3.47
O -1.92 -1.25 -1.87
P -3.36 1.33 -0.92
O -3.61 2.95 -0.71
O -4.58 0.72 -1.46
O -2.66 0.89 0.35
H -0.34 2.76 -2.22
H -0.52 1.98 -0.74
H -1.54 3.27 -1.18
H -1.63 1.84 -4.23
H -2.84 2.93 -3.47
H -3.25 1.25 -3.84
H 1.28 -0.43 -0.84
H -4.55 3.12 -0.89
Cl -4.32 -7.62 -1.10
C -3.96 -5.99 -0.56
C -5.00 -5.21 -0.04
C -4.75 -3.94 0.38
Cl -6.04 -2.98 1.05
C -3.44 -3.33 0.31
O -3.26 -2.15 0.72
C -2.41 -4.19 -0.20
C -1.03 -3.78 -0.27
O -0.56 -2.69 0.04
C -2.70 -5.50 -0.63
H -6.01 -5.60 0.02
H -0.33 -4.56 -0.59
H -1.89 -6.11 -1.02
C 4.89 1.01 -3.15
C 5.00 1.48 -1.73
C 5.08 2.83 -1.40
C 5.13 3.23 -0.08
Cl 5.21 4.94 0.30
C 5.09 2.31 0.95
C 5.02 0.96 0.64
C 4.99 0.55 -0.68
O 4.97 -0.76 -1.06
C 4.29 -1.65 -0.18
C 2.87 -1.17 0.11
O 2.28 -0.73 -0.96
O 2.43 -1.21 1.24
H 4.69 1.85 -3.81
H 4.08 0.29 -3.24
H 5.81 0.52 -3.48
H 5.08 3.57 -2.19
H 5.11 2.64 1.98
H 4.97 0.23 1.44
H 4.82 -1.79 0.76
H 4.24 -2.60 -0.71
*
```



Here is 6 unconnected molecules or ions with the total composition C24H35ClN8OP in a non-equilibrium geometry from OMol25. Energies are from the ωB97M-V functional and the def2-TZVPD basis.

Values from the calculation:
orbital gap = 3.9 eV
lowest unoccupied orbital energy = -0.198 Eh
HOMO = -9.30 eV

```
! wB97M-V def2-TZVPD RIJCOSX def2/J DEFGRID3
* xyz 1 1
N 3.29 -1.88 0.57
C 2.61 -2.12 -0.63
N 2.82 -1.26 -1.86
C 1.48 -0.64 -2.20
C 0.31 -0.93 -1.04
P -1.42 -0.28 -1.62
O -2.52 -0.85 -0.37
Cl -1.34 1.85 -1.53
C 0.20 -2.55 -0.91
N 1.57 -3.25 -0.76
H 3.83 -1.00 0.69
H 3.16 -2.60 1.34
H 3.55 -0.55 -1.61
H 1.51 0.51 -2.41
H 1.09 -1.21 -3.18
H 0.53 -0.36 -0.03
H -2.02 -0.80 0.49
H -0.58 -2.90 -0.11
H -0.22 -2.95 -1.96
H 1.77 -3.82 -1.63
N 0.94 -6.44 -0.41
C 0.25 -6.71 -1.56
C 0.01 -8.07 -1.60
C 0.57 -8.63 -0.43
C 1.13 -7.61 0.29
H 1.25 -5.53 -0.11
H -0.01 -5.92 -2.25
H -0.51 -8.59 -2.39
H 0.56 -9.68 -0.14
H 1.65 -7.60 1.24
N -2.62 3.43 0.97
C -3.09 4.65 0.54
C -3.90 5.17 1.53
C -3.91 4.23 2.59
C -3.11 3.17 2.22
H -2.01 2.83 0.44
H -2.81 5.04 -0.43
H -4.42 6.11 1.50
H -4.44 4.32 3.53
H -2.85 2.26 2.73
N 1.38 3.48 -0.80
C 2.22 2.77 0.02
C 3.15 3.65 0.54
C 2.85 4.93 0.02
C 1.75 4.80 -0.80
H 0.60 3.09 -1.31
H 2.09 1.71 0.17
H 3.95 3.40 1.22
H 3.38 5.86 0.22
H 1.21 5.53 -1.39
N 5.01 -4.74 0.97
C 5.62 -5.80 0.34
C 6.59 -6.30 1.18
C 6.55 -5.52 2.37
C 5.57 -4.57 2.21
H 4.26 -4.18 0.58
H 5.32 -6.09 -0.66
H 7.25 -7.13 0.97
H 7.18 -5.65 3.24
H 5.22 -3.80 2.87
N -6.47 7.96 0.49
C -7.19 6.82 0.74
C -8.15 6.70 -0.23
C -8.00 7.80 -1.11
C -6.96 8.56 -0.64
H -5.70 8.31 1.05
H -6.95 6.20 1.60
H -8.88 5.90 -0.31
H -8.60 8.01 -1.99
H -6.52 9.48 -1.02
*
```



Here is 6 unconnected molecules or ions with the total composition C24H35F15O12 in a non-equilibrium geometry from OMol25. Energies are from the ωB97M-V functional and the def2-TZVPD basis.

Values from the calculation:
orbital gap (spin up / spin down) = 2.3 / 7.9 eV
lowest unoccupied orbital energy (spin up / spin down) = 0.086 / 0.086 Eh
HOMO (spin up / spin down) = 0.07 / -5.59 eV

```
! wB97M-V def2-TZVPD RIJCOSX def2/J DEFGRID3
* xyz -1 2
C 1.61 6.42 -4.66
O 0.80 5.28 -4.69
C 1.24 4.09 -3.98
C 0.41 2.78 -4.40
O 0.54 2.24 -5.72
C 0.07 3.06 -6.78
H 2.52 6.29 -5.26
H 1.76 6.74 -3.63
H 0.97 7.16 -5.14
H 1.03 4.22 -2.92
H 2.32 4.06 -4.15
H -0.66 2.75 -4.19
H 0.90 2.08 -3.73
H 0.19 2.50 -7.71
H 0.51 4.05 -6.80
H -0.98 3.32 -6.61
C 1.88 1.78 -0.96
C 0.50 1.23 -0.66
O 0.57 -0.24 -0.75
C -0.22 -0.92 -1.66
O -0.93 -0.33 -2.49
C -0.18 -2.42 -1.64
F -1.39 -2.98 -1.25
F 0.02 -2.80 -2.90
F 0.80 -2.78 -0.90
H 1.75 2.79 -1.35
H 2.42 1.11 -1.63
H 2.41 1.95 -0.03
H -0.26 1.73 -1.27
H 0.21 1.49 0.36
C 1.28 4.36 1.79
C 2.19 5.62 1.71
O 1.67 6.81 1.05
C 1.71 6.86 -0.25
O 2.33 6.11 -1.03
C 0.77 7.99 -0.76
F 0.10 8.75 0.21
F 1.38 8.78 -1.66
F -0.08 7.34 -1.56
H 0.31 4.41 2.28
H 1.82 3.56 2.29
H 1.08 4.02 0.78
H 3.15 5.33 1.26
H 2.44 5.88 2.74
C 3.18 -3.57 3.32
C 1.92 -3.34 2.48
O 1.23 -4.43 2.14
C 1.45 -5.15 1.08
O 2.29 -4.90 0.19
C 0.51 -6.37 0.83
F -0.36 -6.67 1.87
F -0.22 -6.14 -0.16
F 1.25 -7.45 0.67
H 4.03 -3.79 2.67
H 3.25 -4.42 4.01
H 3.57 -2.72 3.89
H 2.16 -2.77 1.58
H 1.24 -2.78 3.12
C -1.57 -1.15 2.00
C -1.08 0.01 2.79
O 0.35 -0.19 2.86
C 1.10 0.73 3.47
O 0.63 1.71 4.09
C 2.61 0.56 3.25
F 3.26 1.65 2.73
F 3.05 0.18 4.41
F 2.98 -0.48 2.47
H -1.40 -2.06 2.57
H -0.93 -1.31 1.13
H -2.60 -1.03 1.67
H -1.51 0.11 3.79
H -1.30 0.95 2.29
C -6.80 -7.28 1.85
C -5.48 -7.63 1.21
O -4.75 -6.50 0.81
C -4.00 -5.80 1.70
O -3.64 -6.34 2.75
C -3.53 -4.35 1.24
F -2.22 -4.41 0.93
F -4.38 -3.80 0.33
F -3.53 -3.61 2.34
H -7.33 -6.41 1.44
H -6.49 -7.03 2.87
H -7.52 -8.09 1.92
H -5.56 -8.18 0.27
H -4.82 -8.24 1.82
*
```



Here is a molecular structure, C24H35FN3OsSSbSe4Te from OMol25. Energies are from the ωB97M-V functional and the def2-TZVPD basis.

Values from the calculation:
orbital gap (spin up / spin down) = 5.9 / 5.9 eV
lowest unoccupied orbital energy (spin up / spin down) = -0.038 / -0.038 Eh
ΔE to the lowest compared entry with this formula, charge and spin = 4.9 kJ/mol
HOMO (spin up / spin down) = -6.93 / -6.93 eV

```
! wB97M-V def2-TZVPD RIJCOSX def2/J DEFGRID3
* xyz 0 1
Os 0.27 0.32 -0.90
C -3.61 0.59 0.04
C -3.31 -0.90 -0.09
C -2.99 -1.23 -1.55
C -2.33 -1.54 0.89
C -2.76 -2.78 1.38
C -2.01 -3.51 2.28
C -0.83 -2.99 2.75
C -0.35 -1.75 2.32
C 0.90 -1.29 3.07
C 0.52 -0.48 4.32
C 2.03 -0.61 2.31
C -1.08 -1.05 1.34
N -0.58 0.23 0.87
C -0.85 1.25 1.81
C -1.98 1.20 2.64
C -2.22 2.13 3.64
C -1.32 3.16 3.88
C -0.18 3.23 3.09
C 0.03 2.29 2.10
F 1.21 2.41 1.43
H -4.36 0.86 -0.71
H -2.74 1.22 -0.14
H -4.03 0.84 1.01
H -4.25 -1.41 0.13
H -2.22 -0.57 -1.94
H -3.88 -1.09 -2.17
H -2.63 -2.26 -1.67
H -3.71 -3.17 1.03
H -2.37 -4.47 2.63
H -0.26 -3.54 3.48
H 1.33 -2.22 3.45
H 0.17 0.51 4.07
H 1.40 -0.37 4.97
H -0.26 -0.99 4.90
H 1.80 0.42 2.03
H 2.29 -1.15 1.40
H 2.92 -0.58 2.95
H -2.67 0.39 2.52
H -3.11 2.03 4.25
H -1.48 3.88 4.66
H 0.58 3.98 3.25
Se 2.59 0.93 -1.01
Sb 2.21 1.33 -3.60
Se -0.59 2.64 -1.38
Se -0.10 0.19 -3.33
Se 2.15 3.60 -4.31
C -0.05 5.88 -1.93
Te 0.40 4.65 -0.28
C 2.48 4.55 -0.67
H 0.42 6.85 -1.80
H -1.13 5.99 -1.98
H 0.32 5.36 -2.81
H 2.61 4.28 -1.72
H 2.88 3.78 -0.02
H 2.90 5.53 -0.44
S 0.56 -2.09 -0.82
C 1.39 -2.56 -2.27
N 0.84 -3.51 -3.02
C 1.40 -3.99 -4.27
C 2.91 -3.83 -4.24
C 3.25 -2.40 -3.85
N 2.58 -2.07 -2.60
H -0.10 -3.77 -2.76
H 0.98 -3.42 -5.11
H 1.12 -5.04 -4.40
H 3.33 -4.06 -5.22
H 3.34 -4.52 -3.51
H 2.94 -1.70 -4.63
H 4.32 -2.27 -3.69
H 2.91 -1.30 -2.03
*
```



Here is a molecular structure, C24H36B4F8N4O2V in a non-equilibrium geometry from OMol25. Energies are from the ωB97M-V functional and the def2-TZVPD basis.

Values from the calculation:
orbital gap = 5.0 eV
lowest unoccupied orbital energy = -0.182 Eh
HOMO = -9.95 eV

```
! wB97M-V def2-TZVPD RIJCOSX def2/J DEFGRID3
* xyz 1 1
O -16.02 -15.07 13.80
V -15.29 -14.18 14.93
O -15.77 -12.71 14.69
B -15.28 -15.09 17.06
H -15.46 -15.65 18.04
H -16.18 -14.46 16.85
H -14.32 -14.49 17.26
H -15.15 -15.79 16.20
B -13.14 -14.38 14.28
H -13.57 -15.38 14.53
H -13.26 -13.66 15.12
H -12.02 -14.54 14.10
H -13.71 -14.03 13.39
C -24.49 -5.26 19.02
N -23.45 -6.29 19.01
C -22.32 -6.06 19.72
C -21.29 -6.95 19.64
C -21.31 -8.07 18.81
C -22.52 -8.28 18.10
C -23.57 -7.40 18.27
C -20.09 -8.84 18.52
C -19.31 -9.34 19.59
C -18.32 -10.22 19.25
N -18.16 -10.67 17.97
C -18.80 -10.11 16.94
C -19.79 -9.17 17.22
C -17.23 -11.75 17.68
H -24.61 -4.79 19.99
H -25.48 -5.63 18.75
H -24.16 -4.49 18.33
H -22.26 -5.11 20.23
H -20.34 -6.69 20.10
H -22.42 -9.03 17.33
H -24.47 -7.48 17.67
H -19.67 -9.14 20.59
H -17.90 -10.82 20.05
H -18.38 -10.35 15.97
H -20.30 -8.74 16.37
H -17.27 -12.07 16.64
H -17.37 -12.59 18.36
H -16.21 -11.39 17.84
C -19.49 -11.18 11.88
N -18.04 -10.97 11.89
C -17.26 -11.90 11.33
C -15.90 -11.78 11.36
C -15.30 -10.65 11.94
C -16.18 -9.70 12.45
C -17.55 -9.85 12.47
C -13.85 -10.46 11.84
C -12.92 -11.24 12.58
C -11.59 -10.91 12.47
N -11.12 -9.94 11.68
C -11.97 -9.23 10.90
C -13.31 -9.40 11.06
C -9.67 -9.78 11.56
H -20.04 -10.39 11.37
H -19.87 -11.26 12.90
H -19.75 -12.12 11.40
H -17.74 -12.74 10.86
H -15.29 -12.55 10.89
H -15.80 -8.85 12.99
H -18.31 -9.27 12.97
H -13.33 -11.91 13.32
H -10.83 -11.32 13.13
H -11.46 -8.48 10.32
H -13.95 -8.90 10.33
H -9.20 -9.95 12.52
H -9.36 -8.80 11.21
H -9.36 -10.57 10.88
B -15.61 -8.99 16.07
F -14.91 -10.20 15.96
F -16.71 -9.08 15.16
F -16.11 -8.77 17.37
F -14.80 -7.92 15.74
B -19.02 -13.37 14.64
F -19.39 -12.04 15.02
F -18.47 -13.33 13.35
F -18.15 -13.83 15.61
F -20.22 -14.10 14.76
*
```



Here is a molecular structure, C24H36BeF6HfN2O18Zn in a non-equilibrium geometry from OMol25. Energies are from the ωB97M-V functional and the def2-TZVPD basis.

Values from the calculation:
orbital gap = 1.9 eV
lowest unoccupied orbital energy = -0.599 Eh
HOMO = -18.21 eV

```
! wB97M-V def2-TZVPD RIJCOSX def2/J DEFGRID3
* xyz 4 1
Zn 0.56 -0.03 3.62
Hf -0.41 -0.60 -2.65
Be 1.04 3.71 3.05
C -1.83 2.28 3.51
O -1.42 3.13 2.38
O -0.70 1.64 3.95
C -2.69 3.16 4.54
F -2.15 3.37 5.69
F -2.80 4.42 4.10
F -3.96 2.70 4.91
C -2.33 3.22 1.34
C -1.76 4.23 0.46
H -0.73 4.14 0.12
H -2.26 4.22 -0.50
H -1.92 5.26 0.79
H -3.37 3.52 1.48
H -2.25 2.34 0.70
H -2.56 1.53 3.20
C 3.21 -0.40 -3.26
O 2.84 -0.54 -4.62
O 2.02 -0.81 -2.58
C 4.61 -1.00 -2.86
F 5.68 -0.71 -3.64
F 4.90 -0.65 -1.62
F 4.43 -2.39 -2.94
C 3.57 0.00 -5.70
C 3.25 -0.92 -6.89
H 3.78 -0.50 -7.75
H 3.44 -1.95 -6.59
H 2.21 -0.85 -7.21
H 4.60 0.01 -5.37
H 3.25 1.02 -5.93
H 3.28 0.68 -3.09
N 0.56 0.70 0.58
O 0.92 1.82 0.91
O 0.26 -0.10 1.49
O 0.42 0.24 -0.61
N -0.12 -3.51 -0.54
O -0.32 -2.46 -1.15
O 0.71 -3.61 0.33
O -0.70 -4.46 -0.99
O 0.55 1.56 -3.28
C 1.02 2.67 -3.54
O 2.12 2.85 -4.32
C 2.41 4.18 -4.53
C 1.29 4.98 -3.83
C 0.76 3.99 -2.78
H 2.50 4.61 -5.52
H 3.36 4.29 -4.02
H 0.52 5.25 -4.55
H 1.75 5.86 -3.36
H -0.28 4.25 -2.56
H 1.38 4.11 -1.90
O 1.68 -1.70 3.29
C 2.66 -2.27 2.82
O 3.31 -3.20 3.53
C 4.48 -3.72 2.83
C 4.47 -2.97 1.46
C 3.48 -1.82 1.62
H 4.57 -4.79 2.63
H 5.40 -3.56 3.38
H 4.22 -3.59 0.60
H 5.43 -2.51 1.22
H 2.99 -1.53 0.69
H 3.91 -0.99 2.17
O -2.17 -0.65 -0.81
C -3.23 -0.74 -0.14
O -3.41 -0.03 1.04
C -4.74 -0.08 1.45
C -5.25 -1.40 0.76
C -4.60 -1.38 -0.63
H -5.29 0.74 1.00
H -4.70 -0.08 2.54
H -6.32 -1.42 0.52
H -5.09 -2.36 1.25
H -5.14 -0.81 -1.38
H -4.38 -2.40 -0.95
O -1.02 -1.21 3.73
C -1.94 -1.99 3.73
O -3.19 -1.72 4.13
C -4.11 -2.86 4.06
C -3.29 -3.99 3.43
C -1.99 -3.34 3.00
H -5.07 -2.61 3.62
H -4.30 -3.20 5.08
H -3.82 -4.42 2.58
H -3.20 -4.77 4.19
H -1.99 -3.19 1.92
H -1.06 -3.88 3.18
*
```



no.,E (a.u.)
1,-4935.18666
2,-2249.97323
3,-3336.26677
4,-11802.58806
5,-3147.97696
6,-4839.16852